Formula: C23H40FIN7O14PS
Source: the OMol25 dataset
Level of theory: ωB97M-V/def2-TZVPD

Positions of all 88 atoms, in Å:
1 O -2.167 2.265 -0.661
2 C -2.806 1.637 0.120
3 I -4.946 1.718 0.031
4 C -2.190 0.888 1.263
5 C -1.949 -0.602 1.226
6 N -0.768 -0.790 2.132
7 C -0.809 -0.564 3.326
8 S -0.825 -0.317 4.851
9 O -2.987 -1.437 1.717
10 C -2.639 -2.724 1.399
11 O -3.206 -3.686 1.778
12 O -1.567 -2.695 0.566
13 C -1.571 -1.369 -0.049
14 C -0.207 -1.049 -0.616
15 O 0.154 0.087 -0.682
16 N 0.551 -2.152 -1.091
17 C 0.447 -2.459 -2.442
18 O 0.487 -1.707 -3.347
19 F 0.332 -3.786 -2.590
20 P -2.772 -1.640 -1.485
21 O -2.505 -2.979 -2.020
22 O -4.242 -1.446 -0.967
23 O -2.508 -0.462 -2.485
24 H -1.222 1.357 1.453
25 H -2.835 1.073 2.131
26 H 0.451 -2.983 -0.518
27 H -4.625 -2.305 -0.722
28 H -1.906 0.240 -2.188
29 C 1.400 4.389 4.587
30 N 0.791 3.572 3.551
31 C 1.399 2.779 2.648
32 C 2.904 2.709 2.688
33 O 0.745 2.140 1.822
34 H 1.038 4.080 5.566
35 H 1.140 5.437 4.427
36 H 2.478 4.291 4.588
37 H -0.214 3.592 3.473
38 H 3.233 2.046 1.893
39 H 3.344 3.694 2.536
40 H 3.248 2.317 3.646
41 C 0.715 6.948 9.101
42 N 1.331 6.080 8.117
43 C 2.626 5.674 8.045
44 C 3.569 6.178 9.114
45 O 3.005 4.936 7.151
46 H -0.091 6.431 9.624
47 H 0.297 7.837 8.625
48 H 1.450 7.265 9.833
49 H 0.748 5.719 7.378
50 H 4.553 5.765 8.912
51 H 3.630 7.266 9.102
52 H 3.246 5.857 10.105
53 C -0.648 5.196 -0.745
54 N -0.981 5.144 0.666
55 C -0.897 6.107 1.613
56 C -0.399 7.466 1.178
57 O -1.210 5.872 2.774
58 H -1.518 4.951 -1.353
59 H 0.126 4.455 -0.952
60 H -0.271 6.170 -1.040
61 H -1.318 4.262 1.019
62 H -0.390 8.114 2.049
63 H 0.611 7.400 0.772
64 H -1.052 7.897 0.419
65 C -3.545 -4.337 -6.563
66 N -2.449 -5.160 -7.035
67 C -1.259 -5.400 -6.422
68 C -1.030 -4.738 -5.086
69 O -0.426 -6.122 -6.947
70 H -4.454 -4.930 -6.450
71 H -3.751 -3.526 -7.264
72 H -3.297 -3.903 -5.600
73 H -2.550 -5.624 -7.923
74 H -0.047 -5.020 -4.728
75 H -1.072 -3.652 -5.175
76 H -1.777 -5.055 -4.358
77 C 1.591 -8.260 -7.109
78 N 2.698 -9.109 -7.527
79 C 3.866 -9.352 -6.884
80 C 4.074 -8.662 -5.552
81 O 4.712 -10.093 -7.359
82 H 0.681 -8.854 -7.014
83 H 1.407 -7.474 -7.836
84 H 1.800 -7.796 -6.153
85 H 2.617 -9.594 -8.406
86 H 5.047 -8.957 -5.172
87 H 4.048 -7.578 -5.665
88 H 3.306 -8.955 -4.835

HOMO level, eV: -8.84
SMILES: O=C(I)C[C@@]1(N=C=S)OC(=O)O[C@@]1(C(=O)NC(=O)F)P(=O)(O)O.CNC(C)=O.CNC(C)=O.CNC(C)=O.CNC(C)=O.CNC(C)=O
Orbital gap, eV: 8.3
Charge: 0
E, eV: -94542.064

The Mulliken scheme yields these atomic charges, measured in e: O -0.4275; C -0.4799; I 0.0307; C -0.5470; C 2.1368; N -0.6829; C 0.4530; S -0.3714; O -0.4851; C 0.2180; O -0.5153; O -0.4914; C 1.1865; C -0.8408; O -0.2563; N -0.0733; C 0.4726; O -0.4551; F -0.2337; P 1.0764; O -0.5914; O -0.4590; O -0.5832; H -0.1622; H 1.0116; H 0.3866; H 0.3559; H 0.4053; C -0.9652; N 0.0659; C 0.7628; C -1.8074; O -0.4312; H 0.2150; H 0.3000; H 0.3998; H 0.1839; H 0.3056; H 0.4366; H 0.4190; C -0.8816; N -0.0863; C 0.9041; C -1.4362; O -0.6001; H 0.2850; H 0.2875; H 0.3482; H 0.1696; H 0.3025; H 0.3680; H 0.3710; C -0.9100; N 0.1112; C 0.9517; C -1.4744; O -0.6744; H 0.2423; H 0.3013; H 0.4006; H -0.0301; H 0.3382; H 0.3528; H 0.4011; C -0.6725; N -0.1473; C 0.4466; C -1.0629; O -0.6199; H 0.2886; H 0.2846; H 0.1528; H 0.2481; H 0.3107; H 0.3762; H 0.3921; C -0.7305; N -0.1037; C 0.7316; C -1.1945; O -0.6597; H 0.2614; H 0.2940; H 0.2213; H 0.2160; H 0.2887; H 0.3397; H 0.3339

Formula: C4H8N2S2
Source: the OMol25 dataset
Level of theory: ωB97M-V/def2-TZVPD

Positions of all 16 atoms, in Å:
1 C 1.426 0.095 0.768
2 C 0.117 -0.611 0.431
3 C 0.041 -1.932 0.061
4 C -0.934 1.669 0.230
5 H 3.253 -0.745 -0.999
6 H 1.211 0.962 1.410
7 H 1.797 -0.689 1.258
8 H -0.732 -2.163 -0.822
9 H 0.858 -2.653 0.138
10 H -1.380 -1.137 -1.595
11 H 0.013 2.191 0.070
12 H -2.786 2.108 -0.259
13 N -1.035 0.221 0.259
14 N -1.909 2.453 -0.127
15 S 2.577 0.711 -0.518
16 S -2.518 -0.478 -0.305

HOMO level, eV: -8.72
Energy above the lowest of the compared OMol25 structures with the same formula, charge and spin, eV: 5.7634
Orbital gap, eV: 8.0
Charge: 0
E, eV: -28922.545

The Mulliken scheme yields these atomic charges, measured in e: C -1.4018; C 1.1353; C -0.8165; C 0.0835; H 0.1513; H 0.4876; H 0.5050; H -0.0058; H 0.3040; H 0.1950; H 0.3402; H 0.2099; N -0.2214; N -0.6028; S -0.1615; S -0.2018

Formula: C5H5BrO
Source: the OMol25 dataset
Level of theory: ωB97M-V/def2-TZVPD

Positions of all 12 atoms, in Å:
1 C -0.849 -1.375 0.526
2 C 0.008 -0.320 0.579
3 C -1.639 -2.301 0.478
4 C 0.789 0.115 -0.581
5 C 1.526 1.410 -0.372
6 O 0.845 -0.529 -1.610
7 Br -3.609 0.709 0.003
8 H 0.098 0.226 1.506
9 H -2.306 -3.109 0.412
10 H 2.021 1.704 -1.293
11 H 2.274 1.276 0.409
12 H 0.844 2.196 -0.059

HOMO level (alpha / beta), eV: -8.44 / -8.36
Energy above the lowest of the compared OMol25 structures with the same formula, charge and spin, eV: 3.1141
Orbital gap (alpha / beta), eV: 4.4 / 4.2
Charge: 0
E, eV: -77350.682

The Mulliken scheme yields these atomic charges, measured in e: C -0.1749; C -0.5250; C 0.1530; C 0.9445; C -1.1986; O -0.4943; Br -0.4586; H 0.3652; H 0.3793; H 0.3136; H 0.3374; H 0.3584

Formula: C3H3N3OS
Source: the OMol25 dataset
Level of theory: ωB97M-V/def2-TZVPD

Positions of all 11 atoms, in Å:
1 H -2.503 -0.558 0.048
2 N -2.023 -1.477 -0.037
3 C -0.778 -1.369 -0.013
4 N -0.031 -0.178 0.086
5 O -0.621 1.039 0.011
6 C 0.455 1.856 -0.052
7 N 1.594 1.311 -0.011
8 C 1.343 -0.068 0.031
9 S 2.495 -1.251 -0.009
10 H -0.167 -2.268 -0.042
11 H 0.235 2.965 -0.013

HOMO level, eV: -9.01
Energy above the lowest of the compared OMol25 structures with the same formula, charge and spin, eV: 3.1203
SMILES: [H]/N=C\n1ocnc1=S
Orbital gap, eV: 8.5
Charge: 0
E, eV: -20510.259

The Mulliken scheme yields these atomic charges, measured in e: H 0.2696; N -0.6063; C 0.1867; N 0.2399; O -0.3056; C 0.1519; N -0.3738; C 0.1374; S -0.3296; H 0.2907; H 0.3392

Formula: C4H6N2S2
Source: the OMol25 dataset
Level of theory: ωB97M-V/def2-TZVPD

Positions of all 14 atoms, in Å:
1 S -1.536 -1.067 -2.376
2 C -0.839 -0.673 -0.970
3 C -1.263 0.496 -0.158
4 C -0.325 0.735 1.052
5 N 1.098 0.735 0.780
6 N 1.509 -0.465 0.139
7 C 0.732 -1.400 -0.431
8 S 1.063 -2.856 -1.049
9 H -1.228 1.400 -0.650
10 H -2.183 0.446 0.251
11 H -0.450 1.652 1.468
12 H -0.515 -0.092 1.609
13 H 1.422 1.523 0.174
14 H 2.514 -0.434 0.162

HOMO level, eV: -8.25
Energy above the lowest of the compared OMol25 structures with the same formula, charge and spin, eV: 3.6688
SMILES: S=C1CCNNC1=S
Orbital gap, eV: 7.6
Charge: 0
E, eV: -28892.542

The Mulliken scheme yields these atomic charges, measured in e: S -0.1721; C 0.1938; C -0.5691; C -0.9962; N -0.4418; N -0.0181; C 0.1422; S -0.3150; H 0.3340; H 0.3810; H 0.4746; H 0.4962; H 0.2577; H 0.2328

Formula: C24H30N2O6
Source: the OMol25 dataset
Level of theory: ωB97M-V/def2-TZVPD

Positions of all 62 atoms, in Å:
1 C -3.006 3.307 -1.535
2 C -1.553 3.715 -1.347
3 O -0.766 2.678 -1.896
4 C 0.591 2.726 -1.788
5 C 1.333 3.842 -1.441
6 C 2.719 3.770 -1.407
7 C 3.367 2.591 -1.718
8 C 2.636 1.461 -2.050
9 C 1.254 1.516 -2.076
10 N 0.424 0.419 -2.327
11 C 0.771 -0.867 -2.507
12 O 1.889 -1.291 -2.712
13 C -0.439 -1.815 -2.403
14 O -0.804 -1.959 -1.030
15 C -1.735 -1.152 -0.524
16 O -2.372 -0.352 -1.155
17 C -1.925 -1.482 0.959
18 C -3.005 -0.628 1.631
19 C -2.671 0.862 1.808
20 C -1.952 1.123 3.131
21 C -3.959 1.682 1.765
22 N -0.624 -1.421 1.600
23 C -0.201 -2.354 2.523
24 O -0.883 -3.253 2.937
25 C 1.241 -2.040 2.877
26 C 2.102 -3.274 2.542
27 C 2.242 -3.407 1.056
28 C 2.553 -2.338 0.340
29 C 2.744 -1.030 1.044
30 C 1.593 -0.804 2.044
31 C 0.339 -0.503 1.253
32 O 0.178 0.367 0.436
33 H -3.260 3.310 -2.591
34 H -3.147 2.300 -1.151
35 H -3.661 3.994 -1.007
36 H -1.351 4.665 -1.861
37 H -1.316 3.834 -0.281
38 H 0.843 4.772 -1.199
39 H 3.286 4.649 -1.138
40 H 4.445 2.542 -1.697
41 H 3.132 0.532 -2.283
42 H -0.553 0.640 -2.151
43 H -0.149 -2.811 -2.742
44 H -1.291 -1.435 -2.976
45 H -2.231 -2.536 1.018
46 H -3.234 -1.068 2.604
47 H -3.893 -0.719 1.003
48 H -2.028 1.181 0.984
49 H -2.587 0.837 3.968
50 H -1.022 0.564 3.202
51 H -1.715 2.180 3.227
52 H -3.741 2.740 1.892
53 H -4.631 1.373 2.564
54 H -4.469 1.549 0.815
55 H 1.301 -1.848 3.952
56 H 1.638 -4.157 2.981
57 H 3.090 -3.143 2.994
58 H 2.080 -4.375 0.609
59 H 2.660 -2.363 -0.732
60 H 2.766 -0.200 0.337
61 H 3.690 -1.041 1.594
62 H 1.830 0.063 2.666

HOMO level, eV: -8.07
Energy above the lowest of the compared OMol25 structures with the same formula, charge and spin, eV: 0.1339
SMILES: CCOc1ccccc1NC(=O)COC(=O)[C@H](CC(C)C)N1C(=O)[C@H]2CC=CC[C@H]2C1=O
Orbital gap, eV: 8.7
Charge: 0
E, eV: -40642.173

The Mulliken scheme yields these atomic charges, measured in e: C -1.1067; C -0.4818; O -0.3637; C 0.7768; C -0.5025; C -0.7661; C -0.7317; C -0.5447; C 0.2998; N 0.0637; C 0.7531; O -0.6639; C -0.8805; O -0.3156; C 0.2050; O -0.6675; C -0.1000; C -1.5214; C 2.5341; C -1.5141; C -1.9818; N 0.7238; C 0.2222; O -0.6819; C 0.0556; C -0.9858; C -0.9567; C -0.1326; C -0.9132; C 0.2226; C -0.4270; O -0.5362; H 0.3690; H 0.0343; H 0.4008; H 0.4152; H 0.4346; H 0.3810; H 0.3995; H 0.4121; H 0.5852; H 0.1764; H 0.3886; H 0.4152; H 0.5939; H 0.4537; H 0.4863; H -0.8951; H 0.4009; H 0.1364; H 0.4214; H 0.3944; H 0.4295; H 0.4375; H 0.2640; H 0.5218; H 0.4334; H 0.4069; H 0.7221; H 0.1351; H 0.6356; H 0.5292

Formula: C10H16
Source: the OMol25 dataset
Level of theory: ωB97M-V/def2-TZVPD

Positions of all 26 atoms, in Å:
1 C 3.558 0.484 1.161
2 C 2.672 0.576 -0.085
3 C 2.096 -0.616 -0.459
4 C 1.142 -0.599 -1.505
5 C 0.701 0.563 -2.087
6 C 1.353 1.706 -1.627
7 C 2.364 1.812 -0.686
8 H 3.084 -0.105 1.933
9 H 3.833 1.406 1.656
10 H 4.457 -0.095 0.856
11 H 2.409 -1.558 -0.043
12 H 0.675 -1.552 -1.784
13 H -0.114 0.660 -2.788
14 H 0.969 2.683 -1.951
15 H 2.862 2.733 -0.432
16 C -2.554 -1.600 -0.265
17 C -2.525 -0.519 0.783
18 C -3.728 0.025 1.608
19 H -2.655 -2.588 0.193
20 H -3.414 -1.500 -0.949
21 H -1.623 -1.641 -0.828
22 H -1.886 0.301 0.409
23 H -1.806 -0.938 1.566
24 H -4.159 0.843 1.032
25 H -3.314 0.348 2.563
26 H -4.397 -0.829 1.728

HOMO level, eV: -9.07
Energy above the lowest of the compared OMol25 structures with the same formula, charge and spin, eV: 1.0525
SMILES: Cc1ccccc1.CCC
Orbital gap, eV: 10.1
Charge: 0
E, eV: -10628.691

The Mulliken scheme yields these atomic charges, measured in e: C -1.4618; C 1.1990; C -0.6778; C -0.2240; C -0.8925; C -0.0597; C -0.8318; H 0.3461; H 0.3630; H 0.2985; H 0.4059; H 0.4218; H 0.4175; H 0.2657; H 0.4108; C -0.8592; C -0.1547; C -1.0135; H 0.3157; H 0.3165; H 0.0801; H 0.2860; H 0.1756; H 0.2840; H 0.2920; H 0.2967